Below is 2 unconnected molecules or ions with the total composition C6H15NO in a non-equilibrium geometry, with properties calculated with ωB97M-V/def2-TZVPD.

Computed properties:
HOMO: -0.298 Ha
SMILES string: C/C=C/C.CCON
Net charge: 0
Largest force on an atom: 3.7 eV/A
E_LUMO: 1.1 eV
Frontier orbital gap: 0.33688 hartree
Calculated total energy: -367.44119 a.u.

```
23
C6H15NO (ωB97M-V/def2-TZVPD)
C 1.1249 -0.7706 0.7750
C 1.4828 -0.1713 -0.3864
C -1.0120 1.3673 0.2180
C 1.6790 -0.3909 2.1111
C 1.2804 -0.7982 -1.7317
C -1.4098 1.5514 -1.2204
N -2.4627 -0.9232 0.4469
O -1.2122 -0.3206 0.5989
H 0.6342 -1.7374 0.7505
H 2.2474 0.5979 -0.3459
H -2.4008 -1.6497 -0.2638
H -2.7305 -1.3699 1.3228
H -1.7752 1.7272 0.9061
H -0.0666 1.8281 0.4893
H 1.4249 0.6372 2.3709
H 2.7691 -0.4627 2.1029
H 1.3116 -1.0654 2.8873
H 1.0983 -0.0283 -2.4862
H 0.4114 -1.4561 -1.7105
H 2.1585 -1.3670 -2.0488
H -2.3138 0.9986 -1.4691
H -1.6083 2.6075 -1.4234
H -0.6306 1.1961 -1.8935
```

Löwdin population analysis, charges in e, atoms 1 to 5:
1 C -0.21
2 C -0.21
3 C -0.08
4 C -0.10
5 C -0.12

Below is a molecular structure, C25H46Cl2N3O5PtSi in a non-equilibrium geometry, with properties calculated with ωB97M-V/def2-TZVPD.

Computed properties:
HOMO (spin up / spin down): -0.077 / -0.146 Ha
Expectation value of S²: 2.009
Net charge: -1
Largest force on an atom: 3.8 eV/A
E_LUMO (spin up / spin down): 2.3 / 2.3 eV
Frontier orbital gap (spin up / spin down): 0.16036 / 0.22979 hartree
Multiplicity: 3
Calculated total energy: -2849.82952 a.u.

```
83
C25H46Cl2N3O5PtSi (ωB97M-V/def2-TZVPD)
C 2.8854 -2.3204 -1.0226
C 2.8904 -1.4946 -2.2618
H 2.3712 -3.2706 -1.1914
H 2.3925 -1.7800 -0.2130
H 3.9126 -2.5614 -0.7156
C 2.9784 -2.0331 -3.4856
C 3.0902 -3.4915 -3.8389
H 2.9548 -1.3601 -4.3472
H 2.3568 -4.1001 -3.2888
H 4.0697 -3.9557 -3.6650
H 2.8539 -3.5983 -4.9079
Pt 2.2876 1.4405 0.7065
Cl 4.1423 2.5230 -0.2157
C -0.2731 3.5992 0.7952
O -0.2617 2.3559 0.6541
N -1.3789 4.3441 0.9565
C -2.7121 3.7633 1.0173
C -1.2402 5.7904 1.0311
H 0.6607 4.1977 0.8017
H -2.8536 3.1927 1.9401
H -2.9086 3.1038 0.1667
H -3.4164 4.5966 1.0128
H -0.3702 6.0390 1.6557
H -2.1464 6.2174 1.4732
H -1.0632 6.2280 0.0351
H -2.0302 1.3845 2.7592
H -0.3038 1.0140 5.5501
C -2.1877 0.4739 3.3492
C -0.6688 0.0117 5.2646
N -0.9297 -0.0782 3.8391
H -2.7179 -0.2687 2.7431
C 0.1362 -0.2896 3.0188
O 0.1579 -0.1849 1.7891
H 0.1019 -0.7290 5.5162
H 1.0528 -0.5593 3.6015
H -2.7984 0.7090 4.2282
H -1.5862 -0.2053 5.8198
H 0.1534 -4.4673 3.5380
H -1.2449 -5.4300 0.9542
C -0.8186 -4.9883 3.5343
C -2.1386 -4.9624 1.3916
N -1.7659 -4.3270 2.6497
H -1.2141 -4.9585 4.5603
C -2.3307 -3.1613 3.0384
O -3.1060 -2.4864 2.3581
H -2.5542 -4.2133 0.7041
H -2.0292 -2.8732 4.0671
H -0.6699 -6.0216 3.2058
H -2.8885 -5.7554 1.5599
O 2.3535 0.2641 -0.7529
C 2.7963 0.0749 -2.0723
C 1.0918 0.2124 -3.9892
C 1.9629 0.8563 -3.1070
H 0.7717 -0.7939 -3.7399
C 0.6190 0.8587 -5.1293
H 3.8239 0.4643 -2.1189
C 2.0961 2.2433 -3.1799
H 0.0460 0.2821 -5.8587
C 0.9036 2.2132 -5.2933
C 1.5633 2.9279 -4.2774
H 2.6309 2.7743 -2.3794
H 0.6055 2.7001 -6.2222
H 1.6764 4.0179 -4.3538
Si -2.3788 -0.6617 -2.0012
Cl -0.6737 -1.8286 -1.7949
C -3.0645 -0.9549 -3.7264
C -1.4525 1.0085 -2.0856
C -2.7077 -0.5842 -0.1577
H -3.1683 0.0122 -4.2486
H -4.0175 -1.4875 -3.8370
H -2.3043 -1.5219 -4.2980
H -2.5202 -1.5614 0.3129
H -3.6947 -0.2033 0.1257
H -1.9213 0.0720 0.2809
H -0.8269 1.0169 -2.9776
H -0.7688 1.1431 -1.2367
H -2.0577 1.9124 -2.1161
C 3.6405 1.2629 3.0436
C 2.4951 2.0900 2.4721
O 1.8668 2.9473 3.0705
H 4.5356 1.8884 3.1448
H 3.8996 0.4391 2.3579
H 3.3372 0.8559 4.0134
```

Löwdin population analysis, charges in e, atoms 1 to 5:
1 C -0.07
2 C -0.23
3 H 0.06
4 H 0.06
5 H 0.09

Below is 2 unconnected molecules or ions with the total composition C5H13NO in a non-equilibrium geometry, with properties calculated with ωB97M-V/def2-TZVPD.

Computed properties:
HOMO: -0.355 Ha
SMILES string: CCC(N)=O.CC
Net charge: 0
Largest force on an atom: 1.4 eV/A
E_LUMO: 0.8 eV
Frontier orbital gap: 0.38295 hartree
Calculated total energy: -328.30926 a.u.

```
20
C5H13NO (ωB97M-V/def2-TZVPD)
C 3.3994 -0.9214 0.8003
C 3.2445 0.4830 0.1893
H 3.9052 -0.9219 1.7588
H 2.4374 -1.3814 0.9880
H 3.8743 -1.6105 0.0952
H 3.1290 1.2472 0.9509
H 4.0761 0.6383 -0.4846
H 2.3644 0.4350 -0.4582
C -1.6848 -0.2425 0.7648
C -0.9600 -1.5813 0.5345
C -1.8052 0.5931 -0.4840
O -2.8839 1.0297 -0.8512
N -0.6462 0.9564 -1.1035
H -2.6855 -0.3673 1.1776
H -1.0972 0.3937 1.4392
H -1.3984 -2.0479 -0.3398
H -0.7711 1.5565 -1.8963
H 0.2705 0.8013 -0.7357
H -0.9577 -2.2136 1.4151
H 0.0831 -1.3499 0.3394
```

Löwdin population analysis, charges in e, atoms 1 to 5:
1 C -0.16
2 C -0.15
3 H 0.06
4 H 0.04
5 H 0.07

Below is a molecular structure, C2H3N3 in a non-equilibrium geometry, with properties calculated with ωB97M-V/def2-TZVPD.

Computed properties:
HOMO (spin up / spin down): -0.288 / -0.390 Ha
Expectation value of S²: 2.015
Net charge: 0
Largest force on an atom: 4.8 eV/A
E_LUMO (spin up / spin down): 0.7 / -1.6 eV
Frontier orbital gap (spin up / spin down): 0.31328 / 0.33182 hartree
Multiplicity: 3
Calculated total energy: -241.99546 a.u.

```
8
C2H3N3 (ωB97M-V/def2-TZVPD)
C -0.6597 -0.2539 -0.0849
C 0.6893 -0.6653 0.0403
N 1.8480 0.0379 -0.5490
N 1.5653 0.4203 0.5526
N -0.8406 1.5887 0.0155
H -1.5992 -0.9563 -0.2274
H 0.8728 -1.6716 0.4392
H -1.8760 1.5001 -0.1863
```

Löwdin population analysis, charges in e, atoms 1 to 5:
1 C -0.05
2 C -0.43
3 N 0.11
4 N 0.09
5 N 0.09

> Number 2 is which compound?

C25H46Cl2N3O5PtSi

> Which value of largest force on an atom does entry 3 give?

1.4 eV/A

> Which value of calculated total energy does entry 1 give?

-367.44119 a.u.